# 1
Formula: C4H7O3
Source: the Open Molecules 2025 dataset
Level of theory: ωB97M-V/def2-TZVPD

Cartesian coordinates (Å):
H  2.795  0.126  0.488
H  0.075  0.834  -1.209
C  1.730  -0.008  0.706
O  -2.083  2.350  1.105
H  -1.287  -1.220  0.424
H  -2.259  -0.209  -0.864
H  1.670  -0.549  1.655
H  1.248  0.966  0.805
H  -0.054  -0.719  -2.151
C  -0.079  -0.256  -1.152
C  1.129  -0.872  -0.383
O  -3.141  2.082  1.685
C  -1.315  -0.560  -0.445
O  1.570  -1.967  -0.665

Results
Total charge: 0
2S+1: 4
Energy, a.u.: -382.1235
Relative energy (zero: lowest compared OMol25 entry of this formula, charge and spin), kJ/mol: 0.0

***

# 2
Formula: C16H22N4O2S
Source: the Open Molecules 2025 dataset
Level of theory: ωB97M-V/def2-TZVPD

Cartesian coordinates (Å):
H  -0.302  1.213  2.423
C  -1.659  -0.207  -1.883
H  1.323  1.129  3.083
C  -1.375  3.534  1.450
N  1.175  0.451  1.153
H  -2.217  -3.483  -1.478
C  1.020  -2.755  0.420
H  2.074  3.065  1.714
C  1.067  -3.836  -0.651
N  1.734  -0.427  -2.034
C  -1.658  0.831  -0.998
H  2.013  -4.378  -0.640
H  0.273  -4.563  -0.481
H  3.705  -2.906  -0.487
H  -1.647  2.498  1.655
H  -2.741  4.687  0.317
C  1.882  -0.666  1.427
H  0.928  -3.414  -1.648
H  -1.990  -2.642  -3.022
H  0.457  4.701  1.150
C  -2.536  -2.633  -2.081
H  0.831  0.589  0.215
C  1.900  -0.976  -1.038
H  3.643  -2.724  1.283
C  -2.308  -1.350  -1.341
H  0.035  -2.280  0.425
C  1.023  2.798  1.776
N  -2.756  -1.217  -0.113
C  3.521  -2.212  0.330
C  -2.090  3.324  -0.963
O  2.295  -0.951  2.534
O  -2.914  3.615  -1.803
H  -3.598  -2.761  -2.295
H  1.175  -3.187  1.411
C  0.751  1.380  2.190
C  -1.083  2.203  -1.202
H  -0.778  2.292  -2.244
C  2.096  -1.651  0.255
C  0.118  3.716  1.456
H  -1.811  4.124  2.259
H  -0.196  2.347  -0.587
S  -2.392  0.284  0.447
H  -1.237  -0.155  -2.875
H  4.254  -1.409  0.274
N  -2.006  4.004  0.219

Results
Total charge: 0
Energy, a.u.: -1390.6017
Relative energy (zero: lowest compared OMol25 entry of this formula, charge and spin), kJ/mol: 105.5

***

# 3
Formula: C5H10O
Source: the Open Molecules 2025 dataset
Level of theory: ωB97M-V/def2-TZVPD

Cartesian coordinates (Å):
H  -0.515  -1.576  -1.835
H  1.924  -1.062  1.162
H  -1.341  2.832  -0.085
H  1.777  0.535  0.390
O  1.156  -1.027  -0.779
C  1.293  -0.443  0.505
H  0.157  2.492  -1.031
C  -0.898  -1.145  0.294
C  -0.082  -1.719  -0.837
H  -1.961  -1.310  0.430
C  -0.425  2.244  -0.144
H  0.181  2.418  0.752
H  -0.703  1.197  -0.204
H  -0.384  0.173  1.935
C  -0.106  -0.410  1.062
H  0.072  -2.799  -0.687

Results
Total charge: 0
SMILES: C1=CCOC1.C
Energy, a.u.: -271.6934
Relative energy (zero: lowest compared OMol25 entry of this formula, charge and spin), kJ/mol: 155.4

***

# 4
Formula: C3H4Cl3F3Si
Source: the Open Molecules 2025 dataset
Level of theory: ωB97M-V/def2-TZVPD

Cartesian coordinates (Å):
F  -2.596  -1.544  -1.332
C  -1.649  -2.068  -0.535
F  -2.201  -1.877  0.713
H  2.602  3.339  0.416
H  1.750  -1.547  0.015
Cl  0.733  1.761  1.605
Cl  0.792  3.705  -1.257
H  0.474  -2.761  0.766
H  -0.284  -0.798  -1.528
C  0.700  -1.909  0.026
Cl  0.494  4.996  1.839
C  -0.287  -1.462  -0.696
Si  1.191  3.545  0.762
F  -1.717  -3.379  -0.795

Results
Total charge: 0
SMILES: Cl[SiH](Cl)Cl.C=CC(F)(F)F
Energy, a.u.: -2086.4947
Relative energy (zero: lowest compared OMol25 entry of this formula, charge and spin), kJ/mol: 171.8

***

# 5
Formula: C6H12I2N3
Source: the Open Molecules 2025 dataset
Level of theory: ωB97M-V/def2-TZVPD

Cartesian coordinates (Å):
N  -3.034  -2.417  0.178
I  1.527  -2.803  0.040
C  1.360  1.562  0.052
N  0.956  0.081  0.236
I  -1.216  -1.345  2.580
C  1.930  1.849  -1.398
H  0.055  1.833  1.573
H  2.913  1.402  -1.544
C  1.870  -0.829  0.408
H  -2.944  -3.469  0.056
H  -2.984  -2.139  1.145
H  2.139  2.921  -1.678
C  -1.991  -1.682  -0.433
H  2.205  1.656  0.691
H  -3.898  -2.020  -0.291
H  0.537  3.296  0.553
C  0.154  2.324  0.571
N  -0.269  -0.151  -0.205
C  -1.062  -1.037  0.327
H  1.265  1.427  -2.139
H  -1.690  -1.845  -1.538
H  2.886  -0.639  0.852
H  -0.711  2.025  -0.037

Results
Total charge: +1
Energy, a.u.: -995.0951
Relative energy (zero: lowest compared OMol25 entry of this formula, charge and spin), kJ/mol: 18.2

***

# 6
Formula: C11H26Cl2F9N3O7S
Source: the Open Molecules 2025 dataset
Level of theory: ωB97M-V/def2-TZVPD

Cartesian coordinates (Å):
H  -3.455  3.283  -5.352
O  6.658  -4.389  1.981
Cl  -4.898  -6.075  -2.011
H  4.921  -5.481  2.192
F  -0.196  -1.854  -0.510
O  1.858  4.700  0.877
H  5.100  -4.627  0.720
C  -2.392  -6.594  -3.040
H  -1.507  -6.133  -3.479
H  -7.069  0.822  -1.132
H  -5.062  5.111  1.154
F  2.433  4.427  3.345
Cl  -2.124  -8.295  -2.377
O  -1.952  0.300  -2.042
O  6.948  -4.964  4.198
C  -0.485  -0.695  0.082
N  -4.428  5.044  0.371
C  5.297  -4.541  1.789
C  1.338  5.117  3.191
H  -4.144  1.894  -5.711
H  -3.154  1.896  -4.429
O  -2.260  1.423  0.072
F  0.387  4.653  3.989
H  -3.953  5.934  0.331
N  -7.025  0.142  -0.386
F  0.564  0.074  -0.053
F  9.264  -4.681  1.509
S  -2.101  0.111  -0.585
F  9.482  -5.881  3.255
H  3.418  -3.191  2.014
H  2.327  6.709  -0.445
H  -7.154  0.737  0.419
N  -3.836  2.450  -4.926
O  -0.259  5.500  1.362
H  -4.465  2.952  -4.316
H  4.190  -3.614  3.485
C  1.624  6.055  -0.962
C  4.402  -3.383  2.441
H  0.670  4.039  -0.756
H  -4.996  4.855  -0.442
H  0.691  6.587  -0.779
F  -0.612  -0.988  1.381
H  -2.678  -5.730  -1.077
C  -3.153  -5.677  -2.056
O  -3.186  -0.867  -0.290
F  1.543  6.401  3.542
C  1.583  4.580  -0.507
H  -6.126  -0.317  -0.348
H  -3.895  4.193  0.483
H  -3.094  -4.639  -2.383
H  4.869  -2.400  2.377
C  7.404  -4.724  3.082
H  1.793  6.177  -2.032
H  -7.847  -0.438  -0.302
H  -3.062  -6.667  -3.896
F  9.556  -3.786  3.439
C  0.892  5.162  1.737
H  2.401  4.056  -1.000
C  8.955  -4.755  2.805

Results
Total charge: +2
Energy, a.u.: -3342.3607
Relative energy (zero: lowest compared OMol25 entry of this formula, charge and spin), kJ/mol: 272.7